No. 1
74
Properties=species:S:1:pos:R:3:forces:R:3 method="wB97M-V/def2-TZVPD" total_energy_ev=-192308.2221 total_charge=-1 orbital_gap_ha=0.2741 largest_force_ha_per_bohr=0.01697
C 6.021382 -3.420591 -0.059491 -0.4 0.0 0.3
C 4.751550 -4.270172 -0.258414 0.3 0.0 -0.1
C 3.959865 -3.913635 -1.520459 0.2 -0.5 0.0
C 3.236317 -5.145456 -2.084716 0.2 0.2 0.0
C 2.195955 -4.848592 -3.162084 -0.2 0.3 0.1
C 0.727794 -4.628469 -2.746636 -0.2 -0.2 -0.2
C 0.162959 -5.600979 -1.694225 -0.1 0.0 -0.1
C -0.257291 -4.996304 -0.346749 0.0 0.0 -0.1
C 0.645762 -3.938177 0.269004 0.1 -0.1 0.3
C -0.060853 -3.194693 1.423025 0.2 0.2 -0.7
C -0.682324 -1.886074 0.907133 0.5 0.0 0.5
Ga 0.667240 -0.425207 0.463965 -0.4 -0.2 -0.8
Br 2.712542 -0.763855 1.762007 0.0 0.0 0.1
H 6.121249 -3.121520 0.984520 0.1 0.0 0.0
H 5.962324 -2.502981 -0.642444 0.1 0.0 0.0
H 6.922922 -3.973131 -0.324458 0.0 0.1 -0.2
H 4.121397 -4.193443 0.627280 -0.1 0.0 0.0
H 5.052853 -5.318961 -0.340472 0.0 -0.1 0.1
H 3.281278 -3.080014 -1.339029 0.0 0.1 0.0
H 4.693833 -3.604352 -2.270515 -0.2 0.2 -0.1
H 2.841943 -5.744958 -1.261908 -0.2 0.0 0.0
H 4.014109 -5.759070 -2.550512 0.0 -0.1 0.1
H 2.197010 -5.644384 -3.910476 0.1 -0.1 0.1
H 2.527943 -3.943858 -3.680268 0.0 0.0 -0.2
H 0.534583 -3.590304 -2.474579 0.1 0.0 0.2
H 0.149131 -4.791070 -3.660128 0.0 0.2 -0.1
H 0.856290 -6.434802 -1.559521 0.1 0.1 0.1
H -0.740408 -6.053493 -2.112651 0.0 -0.1 0.0
H -0.359244 -5.811993 0.376019 -0.1 0.0 0.0
H -1.261266 -4.574030 -0.462025 0.0 0.1 0.0
H 0.945226 -3.185711 -0.460390 0.0 0.0 -0.1
H 1.569275 -4.414656 0.613244 0.0 0.0 0.0
H 0.687656 -2.974767 2.184970 -0.2 0.0 0.2
H -0.842294 -3.845272 1.829910 0.1 -0.1 0.3
H -1.387433 -1.504245 1.649290 -0.2 0.0 -0.1
H -1.220823 -2.088944 -0.023364 -0.2 0.1 0.0
H 1.102521 -0.602901 -1.083107 0.1 0.0 0.1
H 0.108518 1.059868 0.665005 0.1 0.1 0.3
C -4.088960 0.765064 3.267170 0.0 -0.5 0.3
C -3.376322 1.546763 2.150462 -0.4 0.1 0.2
C -2.221050 2.470269 2.548743 0.2 0.0 -0.1
F -2.632446 3.415857 3.428122 -0.1 0.0 0.0
F -1.785835 3.109276 1.441931 0.0 0.0 0.0
F -4.286481 2.235595 1.418588 0.1 -0.1 0.0
F -2.828299 0.587507 1.368214 0.0 0.1 -0.2
O -5.311294 1.272144 3.796535 0.1 0.6 -0.2
C -5.361139 2.173359 4.822929 0.2 -0.4 -0.1
C -6.016523 3.496348 4.401817 -0.1 0.1 0.0
F -5.372964 4.059496 3.365703 0.1 0.0 0.0
F -5.974765 4.354860 5.451741 0.0 0.0 -0.1
F -4.163659 2.370076 5.405260 -0.1 0.0 -0.1
F -6.187046 1.652139 5.767696 0.0 0.0 0.1
H -4.391424 -0.163863 2.788965 0.0 0.0 0.0
H -3.395073 0.495892 4.063606 0.1 0.2 0.0
H -1.399782 1.896979 2.985932 0.0 0.0 -0.1
H -7.057141 3.317032 4.122657 0.0 0.0 0.0
C -1.027307 6.072232 -2.621715 -0.4 -0.3 -0.3
C -0.266954 7.347333 -2.220721 0.1 -0.3 0.4
C 1.106063 7.596281 -2.854193 0.0 0.1 -0.1
F 1.987645 6.626931 -2.557169 0.0 0.0 0.1
F 1.589920 8.771900 -2.377479 0.0 -0.1 0.0
F -0.186823 7.446886 -0.879426 0.0 0.0 -0.1
F -1.036768 8.389794 -2.666568 0.0 0.0 -0.1
O -0.976797 4.942805 -1.778043 0.6 0.3 0.4
C 0.029775 3.998585 -1.864250 -0.4 0.0 -0.3
C 0.852648 3.905567 -0.573275 0.0 -0.2 0.3
F 1.375149 5.116755 -0.254545 0.0 0.0 -0.2
F 1.860103 3.038662 -0.765532 0.1 0.1 -0.1
F 0.809506 4.209106 -2.950496 0.0 0.0 0.2
F -0.570112 2.806723 -2.021965 0.0 0.0 -0.1
H -2.074498 6.369188 -2.584792 0.0 0.0 0.0
H -0.814016 5.803620 -3.657694 0.2 0.1 0.0
H 1.010479 7.676333 -3.941022 0.0 0.0 0.0
H 0.222702 3.557703 0.246060 0.0 0.0 -0.1

No. 2
10
Properties=species:S:1:pos:R:3:forces:R:3 method="wB97M-V/def2-TZVPD" e_above_lowest_kcal_mol=20.27 total_energy_ev=-26681.2480 total_charge=+6 orbital_gap_ha=0.1452 largest_force_ha_per_bohr=0.08606
Sr 0.481414 -2.460764 -0.164966 2.7 1.1 -2.6
Sr 0.774891 0.450204 3.191003 1.2 1.8 0.6
Sr -2.649955 0.667203 -0.059771 0.8 2.7 -1.3
Sr -2.937041 -3.296337 1.524408 -2.0 -1.7 1.4
F -1.115738 -0.950976 1.318795 -0.7 -1.7 -0.3
Cl 1.149978 1.145527 -1.184945 0.3 3.2 -3.0
O 0.118834 1.216612 -0.055280 -1.6 -1.1 2.0
O 2.429136 0.989248 -0.636980 0.3 -0.3 1.2
O 0.792074 -0.048883 -1.928705 -1.1 -2.6 0.6
O 0.956406 2.288166 -2.003559 0.2 -1.4 1.3

No. 3
54
Properties=species:S:1:pos:R:3:forces:R:3 method="wB97M-V/def2-TZVPD" total_energy_ev=-112719.7768 spin_multiplicity=10 total_charge=+1 orbital_gap_ha="0.2192 / 0.1855" largest_force_ha_per_bohr=0.27983
Fe -0.301217 -2.288094 0.918186 -0.3 2.2 -0.3
Fe 2.053005 -1.367603 -0.940215 -2.1 2.5 -0.1
C -0.203244 -0.015967 -0.236008 1.0 -5.8 1.5
O -1.023720 -0.314293 0.597045 -9.3 1.9 5.7
O -0.118327 -0.898352 -1.078974 -2.5 -4.8 -12.8
O 0.904531 -0.153040 0.265700 12.4 5.1 5.2
C 1.621876 0.380633 3.618387 0.7 1.2 -0.6
O 0.510115 -0.023423 3.725738 -3.0 -1.5 0.0
N 2.317876 0.478507 2.526286 1.9 -1.3 -6.4
N 2.322092 1.009673 4.514400 1.0 1.2 5.1
H 1.890604 0.299845 1.628724 -0.3 -0.2 0.6
H 3.254554 0.835221 2.401816 -0.2 0.4 0.7
H 1.904785 0.931517 5.430830 0.6 0.2 0.3
H 3.326681 1.007105 4.410008 -0.3 0.2 0.5
C -4.492846 -1.416388 0.357036 -0.6 -1.9 -1.5
O -5.434807 -2.151110 0.460937 -2.0 -0.8 -0.5
N -3.749451 -1.260619 -0.782851 0.4 0.6 0.7
N -4.022367 -0.770939 1.396444 1.3 1.8 2.5
H -3.979806 -1.745178 -1.638557 0.3 0.1 0.5
H -2.864955 -0.913909 -0.439998 0.6 0.1 -1.8
H -3.058023 -0.478631 1.464983 -0.4 0.4 0.1
H -4.566833 -0.822946 2.245532 0.3 -0.2 -0.1
C 3.679511 2.922495 0.241384 2.9 -1.8 3.0
O 4.355438 2.646774 1.201847 0.5 -1.1 2.2
N 4.142420 3.572818 -0.748677 3.5 3.8 -3.7
N 2.544745 2.528272 -0.121728 -8.0 -3.2 0.1
H 5.031284 3.942887 -0.443610 -0.1 1.3 -0.9
H 3.329893 4.022683 -1.145564 1.7 1.5 -1.0
H 2.021562 1.791940 0.330145 0.0 0.5 0.1
H 2.154595 2.952563 -0.951099 -0.4 -0.9 0.4
C -2.874928 -0.061805 4.399774 2.9 -0.8 -1.0
O -2.134499 -0.958488 4.771042 -0.6 -0.5 0.3
N -2.490697 0.912615 3.600164 1.0 3.3 -2.5
N -4.150984 0.058120 4.659770 -3.3 -1.5 2.7
H -3.063068 1.744786 3.601087 0.2 -0.2 -0.3
H -1.699759 0.953768 2.973418 0.3 -0.5 0.8
H -4.319444 -0.490799 5.490686 -1.0 0.1 -0.1
H -4.830462 0.739440 4.352828 0.6 -0.1 0.1
C 2.660537 0.704137 -3.182292 2.6 2.1 -1.7
O 2.501514 0.410649 -2.013549 -0.1 -2.0 2.8
N 2.004657 0.273405 -4.199494 -4.0 -2.1 -1.6
N 3.579278 1.569794 -3.644690 1.1 0.8 0.6
H 1.106304 -0.128454 -3.972379 -0.1 -0.6 -0.6
H 2.055721 0.737096 -5.095310 -0.1 -0.4 0.2
H 3.556221 1.578836 -4.654382 1.0 0.6 0.4
H 4.443980 1.729688 -3.147860 -0.2 0.2 0.0
C -0.735425 -2.817158 -4.337944 1.2 0.1 -0.5
O 0.367211 -2.434216 -4.754233 -0.6 0.6 1.1
N -1.485944 -2.351093 -3.318921 0.6 1.2 0.6
N -1.376911 -3.841783 -4.863100 -1.2 -2.3 -1.4
H -2.373077 -2.817808 -3.195391 0.3 0.8 0.7
H -1.065577 -1.671457 -2.701270 -0.6 0.0 0.3
H -0.986782 -4.443237 -5.574536 -0.1 0.3 0.2
H -2.237838 -4.098481 -4.401566 0.3 -0.6 -0.7

No. 4
95
Properties=species:S:1:pos:R:3:forces:R:3 method="wB97M-V/def2-TZVPD" e_above_lowest_kcal_mol=22.64 total_energy_ev=-94433.8885 total_charge=-1 orbital_gap_ha=0.2446 largest_force_ha_per_bohr=0.20986
B 0.107347 -0.222758 -0.887368 -1.4 3.1 -2.8
F 0.479347 -1.261758 -0.161368 1.5 -2.2 1.4
F -1.056653 0.319242 -0.407368 -1.6 0.6 1.3
F 1.023347 0.864242 -0.913368 0.9 -0.4 0.2
F -0.212653 -0.577758 -2.224368 0.6 -0.6 -0.3
C 5.303347 6.017242 -0.430368 2.8 0.9 2.8
C 5.778347 5.151242 0.622632 -0.8 1.3 -1.7
C 5.059347 3.837242 0.849632 -0.8 0.2 1.0
O 5.395347 3.065242 1.766632 -0.1 1.4 -1.6
C 3.861347 3.659242 0.039632 -2.1 0.1 -2.6
C 3.459347 4.555242 -1.080368 -1.0 -6.1 2.6
C 4.151347 5.835242 -1.305368 -0.2 -1.0 -1.0
O 3.769347 6.531242 -2.234368 0.8 0.2 1.1
O 2.497347 4.134242 -2.016368 3.8 5.3 0.6
O 6.803347 5.394242 1.476632 -0.5 -1.9 1.7
H 5.773347 7.040242 -0.571368 -0.3 -1.5 0.4
H 3.317347 2.658242 0.349632 0.8 2.2 -1.3
H 2.073347 3.386242 -1.750368 -1.8 -3.7 1.5
H 6.865347 4.643242 2.294632 -0.9 2.3 -3.6
C 5.278347 -1.814758 1.995632 -4.7 3.6 -1.1
C 3.911347 -2.011758 1.263632 4.5 1.7 2.6
C 3.718347 -3.345758 0.568632 -1.7 0.9 -1.3
O 2.756347 -3.406758 -0.224368 1.2 -0.1 1.2
C 4.642347 -4.403758 0.775632 4.7 -1.0 1.2
C 5.988347 -4.124758 1.416632 -4.2 -1.6 -2.6
C 6.388347 -2.765758 2.017632 -2.3 -0.4 0.2
O 7.456347 -2.594758 2.564632 0.1 -0.3 -0.4
O 6.849347 -5.130758 1.361632 0.7 -0.2 0.5
O 2.892347 -1.072758 1.087632 3.8 -2.0 1.3
H 5.480347 -0.711758 2.536632 -0.6 -3.3 -1.7
H 4.408347 -5.418758 0.236632 0.8 2.1 1.3
H 7.681347 -5.069758 1.894632 -1.0 0.8 -0.4
H 2.551347 -1.361758 0.239632 -1.3 -0.2 -0.7
C -6.197653 -2.275758 -4.461368 -1.0 -2.4 3.7
C -5.895653 -3.188758 -3.272368 -4.4 4.1 -7.0
C -4.565653 -3.315758 -2.745368 3.3 -0.6 0.9
O -4.331653 -4.215758 -1.914368 -0.9 1.1 -0.8
C -3.459653 -2.446758 -3.249368 -8.7 2.5 -5.9
C -3.868653 -1.497758 -4.381368 6.7 -1.7 4.7
C -5.222653 -1.354758 -4.954368 0.4 2.0 -1.9
O -5.410653 -0.450758 -5.809368 0.2 -2.3 2.0
O -2.774653 -0.668758 -4.801368 -3.6 -1.7 0.3
O -6.905653 -3.970758 -2.851368 0.9 1.8 -1.3
H -7.241653 -2.056758 -4.901368 1.7 -1.0 1.1
H -2.676653 -2.611758 -2.672368 4.4 0.1 1.8
H -2.117653 -0.915758 -4.146368 0.8 0.3 0.1
H -6.434653 -4.385758 -2.167368 0.5 -2.1 2.5
C -0.856653 7.176242 0.180632 -0.3 0.6 -5.5
C -1.039653 7.182242 -1.310368 1.8 4.0 6.6
C -1.499653 6.006242 -1.951368 -1.0 -2.2 1.0
O -1.671653 5.986242 -3.132368 -0.3 0.3 -2.6
C -1.797653 4.852242 -1.114368 2.5 2.5 7.3
C -1.505653 4.849242 0.364632 -2.4 -3.6 -5.2
C -1.160653 6.066242 1.076632 0.4 0.7 -1.2
O -1.107653 6.183242 2.270632 0.0 -0.2 0.9
O -1.687653 3.668242 1.084632 0.9 0.5 -2.6
O -0.819653 8.357242 -2.022368 -1.6 -2.3 -1.3
H -0.428653 7.994242 0.722632 0.0 0.7 -0.2
H -2.080653 3.961242 -1.493368 -1.0 -2.6 -1.6
H -1.601653 2.913242 0.394632 -0.4 1.4 1.7
H -1.274653 8.245242 -2.957368 1.4 -0.1 2.5
C -2.294653 -6.388758 0.072632 2.2 -2.8 -6.1
C -1.753653 -6.697758 -1.293368 -4.3 -2.1 4.3
C -0.650653 -5.998758 -1.835368 3.0 1.5 -1.0
O -0.073653 -6.479758 -2.824368 -0.6 0.3 0.5
C -0.121653 -4.843758 -1.123368 -6.3 -1.0 6.0
C -0.806653 -4.510758 0.219632 5.4 1.8 -1.9
C -1.774653 -5.387758 0.914632 -2.3 1.1 1.6
O -2.260653 -5.194758 2.062632 1.9 -0.2 -2.6
O -0.301653 -3.452758 1.048632 -1.7 -3.2 -3.1
O -2.202653 -7.775758 -2.053368 2.5 1.0 -0.6
H -2.874653 -7.145758 0.503632 -1.2 -0.7 0.4
H 0.746347 -4.475758 -1.469368 2.8 1.9 -0.8
H 0.141347 -2.969758 0.337632 0.6 1.1 0.5
H -1.481653 -7.963758 -2.848368 -2.1 1.4 2.8
C -4.376653 -0.688758 3.572632 -3.5 5.1 -0.8
C -4.225653 -0.479758 2.137632 0.4 1.3 -3.0
O -4.799653 0.469242 1.548632 1.5 -2.8 1.3
C -3.204653 -1.422758 1.453632 -1.6 -0.7 -2.2
H -5.185653 0.212242 3.739632 2.4 -1.8 0.7
H -3.421653 -0.623758 3.962632 1.8 0.6 1.4
H -4.865653 -1.491758 3.943632 -1.3 -3.1 0.6
H -2.148653 -1.402758 1.776632 -0.7 0.2 0.3
H -3.193653 -1.161758 0.312632 0.0 -0.7 2.1
H -3.640653 -2.498758 1.626632 1.0 1.8 -0.4
C -0.466653 1.051242 3.739632 0.5 2.3 -0.2
C 0.891347 1.848242 3.852632 0.8 -2.1 4.3
O 1.438347 2.018242 4.988632 -2.0 -0.2 -3.8
C 1.595347 2.244242 2.577632 0.1 -1.5 1.2
H -0.460653 0.368242 2.963632 0.6 -1.0 -2.4
H -1.323653 1.687242 3.536632 0.1 0.6 -0.3
H -0.853653 0.413242 4.472632 0.4 -0.4 2.4
H 1.729347 1.311242 1.907632 -0.4 1.7 0.8
H 2.575347 2.597242 3.001632 -0.9 0.3 -1.2
H 0.830347 2.953242 2.236632 0.9 0.3 -1.0